(1)
340
Properties=species:S:1:pos:R:3 method="wB97M-V/def2-TZVPD" total_energy_ev=-157259.133 homo_energy_ev=-8.67 spin_multiplicity=1
C -7.63 4.07 0.04
C -7.16 5.19 0.99
C -8.16 6.36 0.96
O -7.65 7.57 1.51
C -8.66 8.52 1.85
N -7.17 4.61 2.30
H -7.81 4.43 -0.97
H -8.50 3.57 0.46
H -6.79 3.38 0.09
H -6.13 5.52 0.85
H -9.15 6.00 1.25
H -8.32 6.64 -0.08
H -9.28 8.70 0.97
H -8.10 9.45 1.94
H -9.13 8.39 2.82
H -8.14 4.33 2.29
H -7.14 5.27 3.05
C 0.22 -1.63 0.67
C 0.88 -0.29 0.91
C -0.18 0.83 0.85
O -0.89 0.96 -0.36
C -1.75 2.07 -0.44
N 1.68 -0.33 2.08
H 0.00 -1.85 -0.37
H -0.79 -1.75 1.07
H 0.78 -2.49 1.03
H 1.62 -0.11 0.12
H 0.36 1.73 1.14
H -0.90 0.80 1.67
H -1.31 3.06 -0.31
H -2.67 1.95 0.12
H -2.05 2.11 -1.49
H 1.61 0.57 2.53
H 2.66 -0.40 1.82
C -6.26 -3.59 1.85
C -6.12 -4.88 1.08
C -7.40 -5.23 0.16
O -8.57 -5.34 0.99
C -9.38 -6.43 0.72
N -4.94 -4.87 0.26
H -7.11 -3.60 2.53
H -6.40 -2.75 1.16
H -5.42 -3.28 2.47
H -5.97 -5.68 1.80
H -7.18 -6.16 -0.37
H -7.56 -4.49 -0.62
H -9.72 -6.55 -0.31
H -10.25 -6.46 1.38
H -8.81 -7.33 0.93
H -4.19 -4.36 0.70
H -5.08 -4.36 -0.60
C -2.00 -6.12 2.91
C -0.50 -6.42 3.15
C -0.10 -7.92 2.90
O -0.75 -8.91 3.60
C -1.92 -9.40 2.98
N 0.14 -5.71 2.17
H -2.59 -6.51 3.74
H -2.41 -6.68 2.06
H -2.20 -5.05 2.83
H -0.33 -5.92 4.11
H 0.96 -8.13 3.05
H -0.15 -8.15 1.83
H -1.82 -9.88 2.01
H -2.81 -8.79 2.88
H -2.28 -10.14 3.69
H 0.83 -6.25 1.68
H 0.65 -5.00 2.68
C 4.97 -3.30 8.49
C 5.27 -3.52 7.01
C 5.57 -2.23 6.31
O 4.40 -1.86 5.53
C 4.16 -0.45 5.41
N 6.41 -4.45 7.01
H 5.75 -2.81 9.07
H 4.69 -4.20 9.04
H 4.03 -2.75 8.60
H 4.44 -4.07 6.56
H 6.24 -2.52 5.49
H 6.12 -1.47 6.86
H 4.84 0.10 4.76
H 4.23 0.11 6.35
H 3.19 -0.19 5.00
H 7.15 -4.05 7.58
H 6.78 -4.66 6.10
C 1.28 9.77 -5.12
C 1.78 9.56 -3.65
C 2.04 8.07 -3.37
O 0.80 7.36 -3.79
C 1.01 5.98 -3.55
N 2.92 10.39 -3.61
H 0.38 9.19 -5.31
H 1.92 9.38 -5.91
H 0.94 10.77 -5.40
H 1.06 9.82 -2.87
H 2.21 7.90 -2.31
H 2.98 7.79 -3.85
H 0.09 5.50 -3.89
H 1.10 5.72 -2.49
H 1.90 5.50 -3.95
H 2.73 11.21 -4.17
H 3.14 10.72 -2.68
C 2.03 -7.46 -7.32
C 2.17 -6.51 -6.15
C 2.31 -5.09 -6.47
O 2.24 -4.34 -5.22
C 2.64 -3.03 -5.29
N 0.92 -6.69 -5.40
H 3.01 -7.46 -7.80
H 1.37 -7.02 -8.06
H 1.84 -8.44 -6.88
H 2.89 -6.80 -5.38
H 1.49 -4.80 -7.13
H 3.14 -4.97 -7.16
H 2.62 -2.45 -4.37
H 1.99 -2.42 -5.91
H 3.67 -3.01 -5.64
H 0.13 -6.64 -6.02
H 0.96 -5.89 -4.78
C -5.44 10.61 1.17
C -4.00 9.97 1.02
C -3.95 9.08 -0.18
O -2.80 8.20 -0.19
C -2.85 7.16 -1.17
N -3.14 11.04 0.75
H -5.88 11.04 0.27
H -5.46 11.41 1.92
H -6.07 9.87 1.66
H -3.65 9.35 1.84
H -3.98 9.55 -1.16
H -4.73 8.33 -0.10
H -2.99 7.59 -2.16
H -3.57 6.42 -0.82
H -1.83 6.78 -1.24
H -3.53 11.70 0.09
H -2.36 10.73 0.19
C -5.23 -3.14 -3.37
C -4.97 -1.66 -3.03
C -4.01 -1.51 -1.94
O -4.19 -2.40 -0.86
C -3.06 -2.19 0.05
N -4.56 -0.94 -4.17
H -4.29 -3.57 -3.73
H -5.80 -3.30 -4.29
H -5.82 -3.70 -2.66
H -5.85 -1.07 -2.77
H -4.14 -0.45 -1.71
H -3.03 -1.72 -2.37
H -3.07 -2.86 0.91
H -2.99 -1.17 0.43
H -2.16 -2.50 -0.49
H -3.71 -1.28 -4.59
H -5.23 -1.19 -4.88
C 3.38 11.04 1.23
C 2.37 11.13 -0.02
C 1.13 10.15 0.12
O 1.56 8.83 0.31
C 0.66 7.78 -0.02
N 1.96 12.50 -0.02
H 4.37 11.49 1.21
H 3.56 9.97 1.13
H 3.07 11.27 2.25
H 2.92 10.82 -0.91
H 0.26 10.36 -0.50
H 0.64 10.48 1.03
H -0.21 7.67 0.62
H 1.15 6.81 0.06
H 0.42 7.95 -1.07
H 2.69 13.10 -0.36
H 1.18 12.64 -0.65
C -4.62 3.40 -2.20
C -4.14 3.15 -3.65
C -3.12 4.05 -4.20
O -3.51 5.41 -4.15
C -2.61 6.28 -4.81
N -3.80 1.73 -3.62
H -3.89 3.00 -1.50
H -5.59 2.93 -2.02
H -4.70 4.48 -2.06
H -4.92 3.08 -4.42
H -2.95 3.65 -5.19
H -2.27 3.94 -3.53
H -3.04 7.26 -4.99
H -2.17 5.80 -5.69
H -1.81 6.35 -4.07
H -4.59 1.10 -3.57
H -3.36 1.42 -4.47
C 3.30 -4.56 0.66
C 2.65 -4.25 -0.68
C 3.63 -4.51 -1.89
O 4.68 -3.53 -1.76
C 5.62 -3.75 -2.78
N 1.50 -5.19 -0.79
H 3.39 -5.63 0.85
H 2.68 -3.98 1.34
H 4.36 -4.30 0.67
H 2.33 -3.21 -0.83
H 3.18 -4.36 -2.87
H 4.06 -5.51 -1.80
H 5.66 -4.78 -3.14
H 6.55 -3.25 -2.49
H 5.25 -3.15 -3.61
H 0.82 -5.01 -0.07
H 1.04 -5.10 -1.69
C 7.70 -8.55 4.64
C 6.55 -7.82 5.30
C 5.64 -6.99 4.34
O 6.24 -5.68 4.06
C 5.59 -4.92 3.07
N 5.72 -8.82 6.04
H 7.25 -9.14 3.85
H 8.16 -9.22 5.37
H 8.38 -7.83 4.19
H 7.02 -7.09 5.96
H 4.61 -6.86 4.67
H 5.54 -7.61 3.45
H 5.61 -3.84 3.13
H 4.54 -5.21 3.05
H 6.17 -5.27 2.22
H 4.97 -8.42 6.57
H 5.24 -9.39 5.35
C 5.08 -0.19 -2.23
C 4.50 1.17 -2.48
C 4.67 1.65 -3.92
O 4.44 3.04 -3.94
C 5.67 3.81 -3.84
N 3.12 1.32 -2.16
H 6.16 -0.23 -2.40
H 4.73 -0.78 -3.08
H 4.99 -0.78 -1.31
H 5.10 1.86 -1.88
H 3.96 1.12 -4.55
H 5.63 1.40 -4.38
H 5.44 4.77 -3.39
H 6.00 4.09 -4.84
H 6.52 3.31 -3.37
H 2.54 0.83 -2.82
H 2.85 2.29 -2.10
C -3.11 2.01 4.67
C -4.11 3.12 4.29
C -3.50 4.52 4.18
O -2.46 4.37 3.23
C -2.27 5.34 2.27
N -4.57 2.70 2.96
H -2.26 1.88 4.01
H -3.56 1.06 4.97
H -2.64 2.23 5.63
H -4.88 3.16 5.05
H -3.07 4.82 5.13
H -4.30 5.17 3.83
H -3.02 5.31 1.48
H -1.29 5.17 1.82
H -2.13 6.34 2.69
H -5.23 3.38 2.61
H -3.70 2.86 2.47
C 0.78 -1.52 5.88
C 0.53 -2.83 5.22
C -0.74 -2.81 4.45
O -1.87 -2.68 5.32
C -3.08 -2.56 4.54
N 1.57 -2.95 4.19
H 0.12 -1.12 6.65
H 0.89 -0.73 5.14
H 1.69 -1.44 6.47
H 0.66 -3.63 5.96
H -0.72 -3.77 3.92
H -0.58 -2.11 3.63
H -3.91 -2.50 5.24
H -3.37 -3.20 3.71
H -3.13 -1.51 4.23
H 1.56 -2.11 3.63
H 2.46 -2.74 4.62
C 9.51 -4.31 -0.89
C 8.89 -3.89 0.39
C 7.62 -3.01 0.26
O 7.23 -2.58 1.55
C 6.33 -1.51 1.51
N 8.62 -5.07 1.19
H 10.01 -3.51 -1.43
H 8.71 -4.75 -1.49
H 10.35 -5.00 -0.77
H 9.59 -3.30 0.98
H 6.88 -3.68 -0.18
H 7.87 -2.21 -0.44
H 5.55 -1.92 0.88
H 6.86 -0.61 1.21
H 5.92 -1.26 2.49
H 8.08 -4.79 2.00
H 8.08 -5.74 0.66
C -0.60 1.06 -4.93
C -0.92 -0.07 -3.97
C -1.09 -1.48 -4.65
O -2.12 -1.54 -5.61
C -2.08 -2.63 -6.56
N 0.12 -0.17 -3.00
H -0.59 1.97 -4.35
H -1.33 1.23 -5.73
H 0.35 0.91 -5.45
H -1.88 0.06 -3.49
H -1.44 -2.20 -3.90
H -0.13 -1.82 -5.04
H -2.07 -3.51 -5.91
H -1.20 -2.83 -7.17
H -2.99 -2.67 -7.16
H 0.02 0.54 -2.29
H 0.10 -1.12 -2.64
C -4.51 -7.15 -5.72
C -3.33 -6.26 -5.44
C -3.09 -6.25 -3.90
O -2.07 -5.27 -3.67
C -1.77 -5.02 -2.31
N -2.09 -6.73 -5.96
H -5.16 -7.09 -4.85
H -4.26 -8.19 -5.90
H -5.01 -6.78 -6.62
H -3.43 -5.20 -5.68
H -2.89 -7.30 -3.70
H -4.04 -6.03 -3.42
H -1.14 -4.14 -2.20
H -1.40 -5.92 -1.81
H -2.68 -4.77 -1.77
H -1.53 -6.16 -5.34
H -2.13 -7.69 -5.68
C 0.56 2.53 4.63
C 1.97 3.10 4.51
C 2.35 3.42 3.09
O 2.76 2.18 2.50
C 3.66 2.36 1.43
N 2.15 4.22 5.41
H 0.51 1.66 3.96
H -0.19 3.21 4.22
H 0.28 2.15 5.61
H 2.69 2.41 4.95
H 3.24 4.04 3.02
H 1.59 3.97 2.54
H 4.54 2.86 1.83
H 3.37 2.93 0.55
H 3.96 1.36 1.14
H 3.11 4.32 5.70
H 1.63 4.05 6.26

***

(2)
153
Properties=species:S:1:pos:R:3 method="wB97M-V/def2-TZVPD" total_energy_ev=-114165.461 homo_energy_ev=-10.68 charge=+1 spin_multiplicity=1
C 0.40 -0.81 6.42
C 0.38 0.73 6.31
C -0.59 1.24 5.22
C -2.06 1.32 5.68
C -3.04 0.49 4.81
C -2.53 -0.91 4.36
N -3.35 -1.98 5.08
C -3.91 -1.20 6.25
C -4.38 0.06 5.50
C -5.19 1.09 6.27
O -4.72 2.02 6.80
N -6.61 0.96 6.30
C -7.02 -0.41 6.34
O -7.38 -0.94 5.39
F -7.01 -1.08 7.48
H -0.48 -1.23 6.94
H 1.27 -1.08 7.04
H 0.54 -1.30 5.45
H 1.38 1.04 6.00
H 0.18 1.22 7.28
H -0.26 2.26 4.99
H -0.46 0.68 4.28
H -2.20 1.06 6.74
H -2.38 2.36 5.62
H -3.36 1.14 3.99
H -2.56 -0.97 3.26
H -1.50 -1.17 4.60
H -4.17 -2.21 4.51
H -2.73 -2.75 5.30
H -2.99 -0.98 6.81
H -4.65 -1.78 6.79
H -5.08 -0.34 4.74
H -6.95 1.48 7.11
C 6.16 0.49 3.09
C 7.24 -0.34 2.83
C 7.02 -1.62 2.32
C 5.72 -2.07 2.10
C 4.65 -1.24 2.40
C 4.87 0.05 2.88
C 3.25 -1.70 2.21
O 2.31 -0.97 2.46
C 3.02 -3.08 1.70
C 1.72 -3.54 1.57
C 1.49 -4.81 1.08
C 2.55 -5.63 0.72
C 3.86 -5.18 0.86
C 4.10 -3.90 1.36
C 5.50 -3.43 1.54
O 6.44 -4.13 1.23
H 6.33 1.49 3.47
H 8.25 0.00 3.00
H 7.86 -2.27 2.11
H 4.03 0.69 3.10
H 0.89 -2.91 1.84
H 0.47 -5.17 0.97
H 2.37 -6.62 0.32
H 4.69 -5.81 0.58
C -3.92 -5.34 -3.57
C -2.86 -4.84 -2.83
C -2.05 -5.70 -2.10
C -2.30 -7.07 -2.11
C -3.38 -7.57 -2.84
C -4.18 -6.70 -3.58
C -3.70 -9.02 -2.83
O -4.64 -9.46 -3.46
C -2.85 -9.93 -2.01
C -3.17 -11.28 -1.94
C -2.38 -12.13 -1.19
C -1.26 -11.64 -0.51
C -0.95 -10.30 -0.58
C -1.74 -9.43 -1.32
C -1.42 -7.98 -1.35
O -0.45 -7.55 -0.76
H -4.54 -4.67 -4.15
H -2.66 -3.77 -2.82
H -1.22 -5.31 -1.53
H -5.01 -7.09 -4.16
H -4.03 -11.66 -2.46
H -2.63 -13.19 -1.13
H -0.64 -12.32 0.07
H -0.08 -9.92 -0.05
C -1.18 -0.81 -8.22
C -0.69 -1.24 -6.99
C -1.54 -1.33 -5.90
C -2.88 -0.97 -6.03
C -3.36 -0.51 -7.26
C -2.51 -0.45 -8.36
C -4.77 -0.08 -7.41
O -5.19 0.32 -8.48
C -5.66 -0.13 -6.22
C -6.97 0.33 -6.32
C -7.81 0.28 -5.22
C -7.35 -0.24 -4.02
C -6.05 -0.69 -3.91
C -5.19 -0.62 -5.00
C -3.79 -1.08 -4.86
O -3.38 -1.53 -3.81
H -0.51 -0.76 -9.07
H 0.35 -1.52 -6.88
H -1.17 -1.67 -4.94
H -2.88 -0.11 -9.32
H -7.33 0.73 -7.26
H -8.83 0.64 -5.31
H -8.01 -0.28 -3.16
H -5.69 -1.08 -2.97
C -2.95 2.45 -3.12
C -2.61 3.79 -3.29
C -1.36 4.25 -2.91
C -0.44 3.37 -2.34
C -0.79 2.03 -2.15
C -2.04 1.57 -2.55
C 0.16 1.09 -1.50
O -0.14 -0.08 -1.34
C 1.48 1.60 -1.05
C 2.36 0.75 -0.40
C 3.59 1.21 0.01
C 3.97 2.52 -0.23
C 3.10 3.39 -0.88
C 1.85 2.93 -1.28
C 0.90 3.87 -1.95
O 1.23 5.02 -2.16
H -3.92 2.09 -3.42
H -3.33 4.47 -3.72
H -1.10 5.29 -3.04
H -2.30 0.53 -2.41
H 2.07 -0.28 -0.21
H 4.26 0.53 0.53
H 4.94 2.88 0.09
H 3.39 4.41 -1.06
C 9.03 9.91 1.92
C 8.42 11.16 1.94
C 7.18 11.34 1.37
C 6.53 10.28 0.76
C 7.15 9.02 0.71
C 8.39 8.84 1.31
C 6.50 7.88 0.02
O 7.03 6.79 -0.01
C 5.18 8.10 -0.64
C 4.58 7.06 -1.34
C 3.35 7.25 -1.94
C 2.71 8.48 -1.84
C 3.30 9.53 -1.15
C 4.54 9.34 -0.55
C 5.19 10.48 0.16
O 4.63 11.56 0.24
H 10.00 9.77 2.38
H 8.93 12.00 2.42
H 6.71 12.32 1.39
H 8.86 7.87 1.29
H 5.08 6.11 -1.41
H 2.89 6.45 -2.49
H 1.74 8.63 -2.31
H 2.80 10.48 -1.08

***

In eV/A, the largest force on an atom values for the records above are, in order, 4.32 4.63.
In kJ/mol, the relative energy (zero: lowest compared OMol25 entry of this formula, charge and spin) values for the records above are, in order, 1094.10 0.00.